[1]
A 7-piece molecular cluster, C25H34F15NO13 overall in a non-equilibrium geometry. Source: OMol25; level of theory: ωB97M-V with the def2-TZVPD basis set.

Summary:
Multiplicity ... 2
Largest force on an atom ... 7.74 eV/A
HOMO-LUMO gap (spin up / spin down) ... 2.307 / 7.571 eV
ΔE to the lowest compared entry with this formula, charge and spin ... 0.0 kJ/mol
<S²> ... 0.75
LUMO level (spin up / spin down) ... 1.95 / 1.89 eV
Net charge ... -1
Molecular weight ... 841.51 g/mol

Element x y z (Å)
C1 -0.213930 -5.054855 3.178846
C2 -1.184011 -4.971734 4.342932
O1 -2.397651 -4.653597 3.809065
C3 -3.428177 -4.269802 4.416811
O2 -3.430159 -3.998082 5.654675
C4 -4.713658 -3.981780 3.551666
F1 -5.480196 -4.998959 3.403674
F2 -5.475122 -2.981306 4.167975
F3 -4.240901 -3.507095 2.377445
H1 0.764090 -5.264657 3.611916
H2 -0.154330 -4.073153 2.708943
H3 -0.502906 -5.792015 2.429731
H4 -0.888991 -4.211746 5.066440
H5 -1.042992 -5.908740 4.881661
C5 -1.711308 1.705480 -1.204917
C6 -0.807848 2.732922 -1.935485
O3 -1.719387 3.291634 -2.956790
C7 -1.553067 3.292963 -4.304161
O4 -0.509640 2.811962 -4.827028
C8 -2.699744 3.818939 -5.143839
F4 -3.797279 3.879014 -4.416358
F5 -2.384458 5.042142 -5.476284
F6 -2.938944 3.045586 -6.240279
H6 -2.183701 1.032365 -1.920363
H7 -2.577261 2.103554 -0.675990
H8 -1.142562 1.133134 -0.472068
H9 0.146842 2.398373 -2.341379
H10 -0.657967 3.581421 -1.267885
C9 -5.228987 0.950532 0.007207
C10 -4.858368 0.302635 1.365842
O5 -3.791767 1.118350 1.896604
C11 -2.990419 0.537777 2.880647
O6 -3.211492 -0.539249 3.444462
C12 -1.828356 1.511183 3.218842
F7 -1.450740 2.190950 2.117169
F8 -2.281221 2.364648 4.161136
F9 -0.757230 0.872141 3.739250
H11 -4.321160 0.861196 -0.589424
H12 -5.716737 1.925117 -0.012722
H13 -5.897348 0.229260 -0.463081
H14 -4.453703 -0.690688 1.171770
H15 -5.675436 0.212111 2.081592
C13 -1.819866 -1.981299 -0.619078
C14 -3.219950 -2.620351 -0.847074
O7 -3.912681 -1.809128 -1.752202
C15 -4.696635 -2.425778 -2.736816
O8 -4.757574 -3.611075 -3.016100
C16 -5.449085 -1.321257 -3.539440
F10 -4.736230 -0.911092 -4.576935
F11 -6.546152 -1.751983 -4.087758
F12 -5.749387 -0.248740 -2.788753
H16 -1.287460 -1.912178 -1.567685
H17 -1.396579 -2.762186 0.012701
H18 -1.770796 -1.022869 -0.102272
H19 -3.731001 -2.638298 0.115531
H20 -3.130471 -3.660615 -1.160026
C17 4.574663 2.751566 -2.315243
C18 3.958563 3.526684 -1.175732
O9 5.019693 4.382006 -0.757214
C19 4.948891 5.674722 -0.925848
O10 3.998956 6.254417 -1.470075
C20 6.165132 6.402710 -0.394733
F13 5.702647 7.555036 0.204356
F14 6.681450 5.689275 0.610625
F15 7.008313 6.676731 -1.390625
H21 4.090861 1.856374 -2.705962
H22 5.584533 2.425795 -2.065970
H23 4.667502 3.393688 -3.191125
H24 3.688288 2.836272 -0.376753
H25 3.007900 4.023301 -1.369950
C21 8.959738 -2.968766 -0.027759
O11 8.120895 -2.057281 0.613557
C22 7.000346 -1.635368 -0.032326
O12 6.781621 -1.674208 -1.216671
O13 6.279107 -0.938992 0.904879
C23 5.298874 0.120617 0.605613
H26 9.297893 -2.657312 -1.016064
H27 8.557616 -3.949563 -0.281590
H28 9.838953 -3.104253 0.602095
H29 4.404785 -0.352340 0.199380
H30 5.632672 0.825061 -0.156258
H31 5.047190 0.618362 1.542096
C24 1.077387 -1.238346 1.437561
C25 1.483324 -0.157360 0.506104
N1 1.790713 0.701598 -0.185811
H32 -0.000747 -1.370693 1.346929
H33 1.279861 -0.824207 2.425285
H34 1.644470 -2.156607 1.284893

Forces on atoms 1 to 6 (eV/Å):
C 0.2244 0.8226 0.3460
C 2.8406 0.0670 0.8433
O -0.6733 -1.4706 -3.6272
C -2.0647 2.6090 6.9916
O -0.4381 -1.2853 -4.0137
C 1.6770 3.5966 1.4256

***

[2]
A 6-piece molecular cluster, C12H36O6 overall in a non-equilibrium geometry. Source: OMol25; level of theory: ωB97M-V with the def2-TZVPD basis set.

Summary:
Largest force on an atom ... 3.00 eV/A
HOMO-LUMO gap ... 10.243 eV
ΔE to the lowest compared entry with this formula, charge and spin ... 95.2 kJ/mol
LUMO level ... 0.63 eV
Molecular weight ... 276.41 g/mol

Element x y z (Å)
C1 2.096472 1.430127 -3.363967
C2 2.079250 0.078997 -2.600342
C3 2.554328 -0.996059 -3.656339
O1 2.890096 0.035661 -1.507081
H1 1.427258 1.298973 -4.210130
H2 3.106561 1.883645 -3.621748
H3 1.690899 2.230825 -2.792799
H4 1.049712 -0.112998 -2.341465
H5 2.246396 -1.987725 -3.436080
H6 3.631007 -0.979777 -3.652445
H7 2.254873 -0.703388 -4.652027
H8 2.389659 0.058974 -0.668742
C4 -4.308663 -1.752554 1.535960
C5 -3.141418 -1.267072 2.387196
C6 -2.228683 -2.495892 2.744750
O2 -2.424498 -0.259656 1.674690
H9 -3.838361 -2.212758 0.633248
H10 -4.898380 -0.946769 1.183594
H11 -4.820377 -2.548264 2.085595
H12 -3.552422 -0.740995 3.249059
H13 -2.630535 -3.349837 3.355394
H14 -1.199339 -2.213971 3.063168
H15 -2.190922 -2.931362 1.728549
H16 -2.192178 -0.552737 0.789333
C7 1.011649 -2.854510 -0.812335
C8 1.068080 -2.242369 0.556288
C9 2.422178 -2.485829 1.228866
O3 0.902705 -0.806516 0.391080
H17 1.258365 -3.863581 -0.927350
H18 1.755714 -2.323209 -1.393538
H19 0.135517 -2.523910 -1.333872
H20 0.231288 -2.561246 1.273219
H21 3.147740 -2.319489 0.395119
H22 2.458739 -3.503831 1.620530
H23 2.613143 -1.759962 1.953065
H24 0.739680 -0.394723 1.307235
C10 -1.084814 2.617675 0.271805
C11 0.121704 3.550831 0.494788
C12 -0.040011 4.906178 -0.139430
O4 0.471912 3.584904 1.867346
H25 -0.856496 1.629663 0.594843
H26 -1.228083 2.440733 -0.816243
H27 -2.020192 2.983848 0.675199
H28 0.897660 2.949131 0.046675
H29 -0.913217 5.518451 0.230642
H30 -0.186233 4.740582 -1.228591
H31 0.825543 5.524179 0.196107
H32 0.232936 4.465437 2.109879
O5 -1.302282 -0.540254 -1.413712
H33 -1.290040 0.259791 -1.951366
H34 -0.541131 -0.525522 -0.807579
O6 0.025609 0.602525 2.712067
H35 -0.872892 0.362257 2.405159
H36 0.024495 1.603379 2.566739

Forces on atoms 1 to 6 (eV/Å):
C 0.9174 0.1732 0.2393
C 0.0843 -0.0246 -3.0026
C 0.0329 1.4885 0.8177
O 1.1102 0.1051 1.8400
H 0.3018 0.2420 -0.4217
H -0.9464 -1.2876 -0.1157

***

[3]
C45H50As2IrN5SeSi2 as an isolated structure in a non-equilibrium geometry. Source: OMol25; level of theory: ωB97M-V with the def2-TZVPD basis set.

Summary:
Largest force on an atom ... 1.39 eV/A
HOMO-LUMO gap (spin up / spin down) ... 5.936 / 5.988 eV
ΔE to the lowest compared entry with this formula, charge and spin ... 151.6 kJ/mol
LUMO level (spin up / spin down) ... -1.61 / -1.42 eV
Molecular weight ... 1138.12 g/mol

Element x y z (Å)
Ir1 0.830966 0.477038 0.769820
C1 0.924953 2.064875 5.445913
Si1 0.381749 1.873532 3.669519
C2 1.067387 3.367688 2.792880
C3 -1.477103 1.780369 3.614957
C4 1.105176 0.290941 2.945635
C5 2.537469 0.442917 2.693185
C6 3.633153 0.217884 3.523961
C7 4.898002 0.384429 2.994370
C8 5.054421 0.764999 1.660337
C9 3.930452 0.984117 0.898562
N1 2.709992 0.844134 1.429313
Si2 0.520935 -1.338764 3.738961
C10 1.788779 -2.684150 3.488888
C11 -1.102867 -1.851865 3.006334
C12 0.199402 -1.221824 5.578920
H1 0.408201 2.914070 5.906313
H2 2.001220 2.263436 5.496927
H3 0.715750 1.180916 6.046328
H4 0.710106 4.284096 3.272752
H5 0.808327 3.420199 1.738090
H6 2.161287 3.364776 2.849882
H7 -1.924317 2.768995 3.767174
H8 -1.849466 1.122379 4.407351
H9 -1.837706 1.386985 2.668359
H10 3.477422 -0.093258 4.549653
H11 5.771035 0.211307 3.611846
H12 6.034019 0.884846 1.220740
H13 3.975867 1.285705 -0.140597
H14 2.393664 -2.512457 2.597235
H15 1.287099 -3.648963 3.368227
H16 2.464328 -2.760461 4.347580
H17 -1.061954 -1.760502 1.930130
H18 -1.930156 -1.231265 3.367097
H19 -1.327533 -2.895909 3.251897
H20 1.082237 -0.910280 6.146882
H21 -0.091120 -2.215633 5.936957
H22 -0.616858 -0.532312 5.814965
C13 -1.666317 -0.309043 -1.862677
C14 -0.915203 0.315501 -3.039581
As1 0.991323 -0.178499 -3.183953
C15 1.241332 0.717280 -4.905753
C16 1.463313 0.052096 -6.107116
C17 1.705331 0.771101 -7.273114
C18 1.725156 2.158545 -7.249321
C19 1.499237 2.830890 -6.054343
C20 1.266172 2.113567 -4.889879
C21 0.803129 -2.026765 -3.778996
C22 1.990795 -2.740134 -3.950871
C23 1.970989 -4.090575 -4.271071
C24 0.758026 -4.757379 -4.396390
C25 -0.429346 -4.062312 -4.221057
C26 -0.406272 -2.704541 -3.917114
As2 -1.483080 0.520824 -0.102558
C27 -2.039376 2.334610 -0.472157
C28 -2.903600 2.606797 -1.528181
C29 -3.306032 3.913935 -1.776293
C30 -2.856453 4.949169 -0.968618
C31 -2.010692 4.678865 0.097743
C32 -1.604622 3.375184 0.341512
C33 -3.108379 -0.162523 0.701467
C34 -3.411350 -1.521470 0.649975
C35 -4.574065 -2.001616 1.231759
C36 -5.441710 -1.127390 1.874058
C37 -5.144755 0.226197 1.926791
C38 -3.979781 0.709402 1.344058
H23 -1.370340 -1.348930 -1.739024
H24 -2.740528 -0.304963 -2.047291
H25 -0.936334 1.404765 -3.004200
H26 -1.401208 0.015814 -3.969097
H27 1.444147 -1.030186 -6.141563
H28 1.879626 0.243309 -8.202981
H29 1.926684 2.714277 -8.156393
H30 1.513914 3.913468 -6.025896
H31 1.110446 2.646739 -3.955266
H32 2.940817 -2.230050 -3.831794
H33 2.901508 -4.626721 -4.412023
H34 0.740043 -5.815319 -4.626782
H35 -1.377730 -4.575858 -4.318616
H36 -1.346944 -2.181382 -3.801113
H37 -3.266700 1.811400 -2.165794
H38 -3.970728 4.119394 -2.605625
H39 -3.164704 5.967404 -1.168572
H40 -1.653342 5.485181 0.724488
H41 -0.939541 3.170127 1.164425
H42 -2.753626 -2.212833 0.148161
H43 -4.800783 -3.059630 1.185706
H44 -6.347063 -1.503472 2.333301
H45 -5.820465 0.912837 2.420863
H46 -3.762085 1.768693 1.384393
N2 1.124070 1.976476 -0.649190
C39 1.265806 3.146103 -0.713709
N3 1.520912 4.367939 -0.853425
C40 0.750218 5.439910 -0.829445
N4 0.146438 6.427214 -0.803310
Se1 2.080946 -1.558945 0.054050
C41 1.116627 -3.198911 0.020119
C42 1.825956 -4.394279 0.071537
C43 1.127312 -5.592303 0.053823
N5 -0.202347 -5.682575 -0.021927
C44 -0.868170 -4.528868 -0.081417
C45 -0.260738 -3.283689 -0.060802
H47 2.908062 -4.390986 0.132218
H48 1.664904 -6.533108 0.110727
H49 -1.950208 -4.609815 -0.151279
H50 -0.842983 -2.382971 -0.092990

Forces on atoms 1 to 6 (eV/Å):
Ir 0.6095 1.1056 -0.5792
C 0.1460 0.0625 0.2038
Si 0.0487 -0.2098 0.2088
C 0.1422 0.1366 -0.1753
C -0.1568 0.0940 0.1414
C -0.7307 -0.9225 -0.7040

***

[4]
One molecule with the formula C11H17NOS2. Source: OMol25; level of theory: ωB97M-V with the def2-TZVPD basis set.

Summary:
Largest force on an atom ... 0.91 eV/A
HOMO-LUMO gap ... 8.251 eV
LUMO level ... -0.44 eV
Molecular weight ... 243.40 g/mol

Element x y z (Å)
C1 -0.615178 -3.245362 -0.195225
C2 -0.547394 -1.751502 0.096616
C3 -1.731761 -1.283057 0.937870
C4 -1.683099 0.206332 1.284249
C5 -1.967316 1.136880 0.093699
C6 -0.807338 2.097463 -0.234300
C7 0.307773 1.403156 -0.944393
C8 0.105455 1.142608 -2.399868
C9 1.455608 1.034030 -0.341160
S1 2.737627 0.161932 -1.204615
C10 3.755216 0.105145 0.216753
S2 5.226707 -0.584268 0.314820
N1 3.127123 0.737498 1.244166
C11 1.872141 1.279017 1.044373
O1 1.267974 1.859814 1.916376
H1 -0.617332 -3.815806 0.730948
H2 0.240841 -3.558116 -0.788729
H3 -1.521987 -3.485992 -0.746180
H4 0.379312 -1.530221 0.632008
H5 -0.524060 -1.204220 -0.846725
H6 -1.742102 -1.854741 1.868831
H7 -2.662653 -1.503764 0.409375
H8 -2.421846 0.395646 2.065014
H9 -0.707965 0.440178 1.709237
H10 -2.840525 1.751879 0.315853
H11 -2.209460 0.543186 -0.789361
H12 -1.187597 2.880854 -0.894914
H13 -0.454739 2.553121 0.688958
H14 0.521208 1.974546 -2.970537
H15 -0.951758 1.069381 -2.641346
H16 0.618439 0.237279 -2.719340
H17 3.578692 0.807101 2.147538

Forces on atoms 1 to 6 (eV/Å):
C 0.1067 0.2293 -0.0388
C -0.2849 -0.2339 0.1495
C 0.2702 0.2074 0.0219
C -0.1694 -0.2174 -0.0950
C 0.1373 0.1117 0.1294
C -0.1898 0.0910 0.1450